Here is a structure of composition CH8Na6O7 at a distorted geometry from OMol25. Energies are from the ωB97M-V functional and the def2-TZVPD basis.

* net charge: +3
* HOMO (spin up / spin down): -15.74 / -19.18 eV
* spin multiplicity: 2
* strongest force on any atom: 8.3 eV/Å
* frontier orbital gap (spin up / spin down): 4.84 / 7.69 eV

CARTESIAN COORDINATES (ANGSTROEM)
1 Na -2.29867 1.87587 -1.27323
2 Na -1.06147 -0.04877 3.63226
3 Na 2.35640 1.65344 0.77640
4 Na -3.33383 1.85820 1.89096
5 Na -2.63399 -1.75864 1.64151
6 Na -0.62737 3.65695 1.61246
7 C -0.36333 0.48776 0.63605
8 O -0.11912 1.58288 0.02207
9 O 0.48500 -0.41166 0.69589
10 O -1.44071 0.38546 1.18074
11 O 2.98931 -1.39183 0.98695
12 H 2.18357 -1.02500 0.62304
13 H 3.48977 -0.62968 1.27834
14 O 0.85912 -0.96082 -2.10193
15 H 0.84756 -0.78333 -1.16141
16 H 0.01937 -1.38582 -2.27630
17 O -0.98087 -2.94442 -0.20422
18 H -0.36572 -2.31096 0.16531
19 H -1.46132 -2.45218 -0.86987
20 O 0.35399 1.79988 -2.67269
21 H 0.36732 0.84814 -2.77404
22 H 0.73501 1.95452 -1.80831

Here is a structure of composition C24H26ClIN5O6V at a distorted geometry from OMol25. Energies are from the ωB97M-V functional and the def2-TZVPD basis.

* net charge: +1
* HOMO (spin up / spin down): -9.11 / -8.31 eV
* spin multiplicity: 2
* strongest force on any atom: 3.6 eV/Å
* relative energy (zero: lowest compared OMol25 entry of this formula, charge and spin): 72.05 kcal per mole
* frontier orbital gap (spin up / spin down): 6.97 / 6.12 eV

CARTESIAN COORDINATES (ANGSTROEM)
1 V -0.21606 1.71178 -0.33396
2 C 0.41344 1.84398 4.02194
3 C 0.54574 2.29578 2.58614
4 O -0.16686 1.82178 1.69874
5 N 1.47864 3.23748 2.37574
6 C 1.74954 3.81308 1.06854
7 C 2.51024 2.86278 0.16924
8 C 3.87314 3.01858 -0.04316
9 C 4.52754 2.17208 -0.92416
10 C 3.78414 1.18887 -1.55936
11 C 2.43784 1.07708 -1.26416
12 N 1.80494 1.89038 -0.42096
13 H -0.53986 1.34268 4.16844
14 H 0.48414 2.68938 4.69964
15 H 1.21514 1.14628 4.26174
16 H 2.05244 3.53218 3.15064
17 H 2.31654 4.73227 1.20634
18 H 0.79234 4.04928 0.58704
19 H 4.41584 3.80258 0.46104
20 H 5.58114 2.29018 -1.12826
21 H 4.23784 0.51788 -2.27066
22 H 1.82764 0.31678 -1.73456
23 O -0.89596 3.81088 -3.35816
24 Cl -0.12376 3.17768 -2.38556
25 O 1.25514 3.42848 -2.53566
26 O -0.35166 1.75978 -2.41306
27 O -0.52306 3.63598 -1.07506
28 I -5.09136 -0.95052 -2.08266
29 C -4.20206 0.61728 -1.00066
30 C -4.96736 1.57528 -0.35406
31 C -4.29386 2.57488 0.33734
32 C -2.90986 2.56208 0.36734
33 N -2.18566 1.63038 -0.25456
34 C -2.82136 0.68048 -0.93456
35 H -6.04526 1.55498 -0.39206
36 H -4.84446 3.35918 0.83244
37 H -2.35196 3.33068 0.89164
38 H -2.19536 -0.04462 -1.44336
39 C 0.96304 -4.68652 0.78804
40 N 0.22204 -3.46342 0.98514
41 N 0.11764 -2.54012 -0.03566
42 C 0.00254 -1.27152 0.51594
43 O -0.07126 -0.24602 -0.18806
44 C 0.01504 -1.46022 1.92484
45 C 0.17994 -2.79682 2.16914
46 C 0.29474 -3.52803 3.45144
47 C -0.30096 -2.92743 -1.32906
48 C -1.03416 -4.10152 -1.49126
49 C -1.41576 -4.50612 -2.75626
50 C -1.09366 -3.73642 -3.86156
51 C -0.41396 -2.54232 -3.69226
52 C -0.01186 -2.13313 -2.43306
53 H 0.98964 -4.92982 -0.26996
54 H 0.48964 -5.50532 1.32604
55 H 1.98884 -4.57432 1.14724
56 H -0.09986 -0.67293 2.63854
57 H 0.04524 -2.87183 4.27834
58 H 1.30654 -3.90502 3.59924
59 H -0.38156 -4.38042 3.46194
60 H -1.32376 -4.68342 -0.63066
61 H -1.97326 -5.42182 -2.87456
62 H -1.38526 -4.05813 -4.84736
63 H -0.18436 -1.92222 -4.54426
64 H 0.49724 -1.19092 -2.30726

Here is the molecule C14H24N2O2S from OMol25. Energies are from the ωB97M-V functional and the def2-TZVPD basis.

* net charge: 0
* HOMO: -8.69 eV
* strongest force on any atom: 0.8 eV/Å
* relative energy (zero: lowest compared OMol25 entry of this formula, charge and spin): 22.20 kcal per mole
* frontier orbital gap: 9.46 eV

CARTESIAN COORDINATES (ANGSTROEM)
1 C -5.84058 -2.35614 -0.12592
2 S -4.28391 -1.44672 -0.32881
3 C -4.80262 0.14506 0.41018
4 C -3.86787 1.27377 0.00289
5 O -4.26879 2.15156 -0.74027
6 N -2.62599 1.27615 0.52326
7 C -2.01082 0.25021 1.33176
8 C -0.92006 -0.47079 0.53829
9 C 0.12499 0.52814 0.03916
10 C 1.20275 -0.14732 -0.81482
11 C 2.14478 -1.05090 -0.00729
12 C 2.90613 -0.24343 1.02291
13 O 2.49399 -0.04262 2.14807
14 N 4.08180 0.29645 0.61666
15 C 4.73912 0.11221 -0.63378
16 C 6.23081 0.21507 -0.67408
17 C 5.57707 -1.12036 -0.85812
18 C -0.58364 1.62231 -0.76296
19 C -1.67799 2.27711 0.07738
20 H -6.10403 -2.39874 0.92740
21 H -6.62378 -1.86742 -0.69919
22 H -5.66952 -3.35714 -0.50737
23 H -5.78805 0.38140 0.00887
24 H -4.85868 0.03063 1.49408
25 H -2.75006 -0.46958 1.67497
26 H -1.56031 0.73329 2.20736
27 H -0.45729 -1.21319 1.18737
28 H -1.38062 -0.98455 -0.30852
29 H 0.60567 0.98632 0.90965
30 H 1.79223 0.62857 -1.31004
31 H 0.72258 -0.74614 -1.59220
32 H 1.56278 -1.80478 0.52199
33 H 2.83967 -1.55177 -0.68073
34 H 4.57351 0.82365 1.32640
35 H 4.18775 0.50151 -1.48404
36 H 6.68869 0.69116 -1.52708
37 H 6.74672 0.39878 0.25629
38 H 5.57980 -1.57027 -1.83869
39 H 5.64553 -1.82918 -0.04742
40 H 0.12952 2.38491 -1.08065
41 H -1.03722 1.18476 -1.65501
42 H -2.22637 3.01895 -0.50505
43 H -1.23771 2.75908 0.95710

Here is the ion C7H12N3 with charge +1 at a distorted geometry from OMol25. Energies are from the ωB97M-V functional and the def2-TZVPD basis.

* net charge: +1
* HOMO: -13.16 eV
* strongest force on any atom: 5.0 eV/Å
* relative energy (zero: lowest compared OMol25 entry of this formula, charge and spin): 37.12 kcal per mole
* frontier orbital gap: 10.53 eV

CARTESIAN COORDINATES (ANGSTROEM)
1 C -2.47128 -1.52406 0.24736
2 N -1.67430 -0.29214 -0.01707
3 C -2.15380 1.05737 -0.07690
4 C -1.08766 1.86560 -0.08956
5 N 0.07957 1.08728 -0.03285
6 C 1.48834 1.57519 0.14126
7 C 2.32292 0.28747 0.45014
8 C 1.90799 -0.96263 -0.37730
9 N 0.57934 -1.31929 0.06916
10 C -0.34907 -0.18029 -0.06296
11 H -3.45973 -1.36068 0.35945
12 H -2.21367 -2.23215 -0.58399
13 H -2.10332 -1.88261 1.15994
14 H -3.18861 1.04735 -0.39709
15 H -1.05112 2.90009 -0.26986
16 H 1.59267 2.33989 0.90237
17 H 1.74855 2.00129 -0.81761
18 H 3.36956 0.58994 0.26727
19 H 2.08550 -0.20156 1.38682
20 H 1.91508 -0.91147 -1.56007
21 H 2.59586 -1.78837 -0.23628
22 H 0.06717 -2.09621 -0.46223

Here is a cluster of 2 separate species, C5H11N2OS in total at a distorted geometry from OMol25. Energies are from the ωB97M-V functional and the def2-TZVPD basis.

* net charge: -1
* HOMO: -3.78 eV
* strongest force on any atom: 3.9 eV/Å
* relative energy (zero: lowest compared OMol25 entry of this formula, charge and spin): 20.52 kcal per mole
* frontier orbital gap: 7.33 eV

CARTESIAN COORDINATES (ANGSTROEM)
1 C 3.01910 0.55189 1.03823
2 C -0.28371 -0.48924 -1.47466
3 C -2.44606 -0.30933 -0.13372
4 C -0.41080 1.18554 0.39165
5 C -0.92140 -0.26968 0.01171
6 N 0.65031 -1.77676 0.96982
7 N -0.44714 -1.25406 0.96250
8 O 2.60789 1.64987 1.42196
9 S 3.25024 0.01576 -0.55232
10 H 0.76113 -0.64440 -1.33648
11 H -0.81141 -1.41322 -2.00642
12 H -0.46217 0.36662 -2.06319
13 H -3.09550 0.14139 0.77994
14 H -2.68295 -1.33416 -0.38751
15 H -2.59737 0.36627 -0.99881
16 H -0.68269 1.81074 -0.44423
17 H -0.87512 1.71365 1.29980
18 H 0.63305 1.13695 0.48954
19 H 1.36948 -1.27002 0.29956
20 H 3.42510 -0.17780 1.73263

Here is a structure of composition C35H46IInN5O9 at a distorted geometry from OMol25. Energies are from the ωB97M-V functional and the def2-TZVPD basis.

* net charge: -1
* HOMO: -4.18 eV
* strongest force on any atom: 1.9 eV/Å
* frontier orbital gap: 4.71 eV

CARTESIAN COORDINATES (ANGSTROEM)
1 C 1.66767 -4.73449 3.49639
2 C 2.39254 -3.52211 2.84855
3 C 2.56606 -3.57308 1.27454
4 I 1.98035 -5.52106 0.41892
5 In 1.47147 -1.86280 0.27689
6 C -0.11995 -1.04522 1.69639
7 C -1.45107 -1.85577 1.61849
8 N -1.26544 -3.26843 1.20363
9 O 2.86808 -0.35671 -0.13715
10 C 3.69475 -0.57349 -1.27653
11 C 2.88204 -0.59168 -2.61377
12 C 3.34389 0.64858 -3.46824
13 C 3.10137 -1.83734 -3.53683
14 C 3.29699 -3.19243 -2.81246
15 C 1.78167 -1.98768 -4.38154
16 H 0.64520 -4.86422 3.11126
17 H 1.54299 -4.50570 4.57987
18 H 2.24714 -5.66754 3.45600
19 H 1.79680 -2.62965 3.11207
20 H 3.39348 -3.44077 3.30551
21 H 3.63731 -3.45474 1.04940
22 H 0.54575 -2.41041 -1.17719
23 H -0.37820 -0.00978 1.38782
24 H 0.23341 -0.97980 2.74285
25 H -1.97595 -1.86781 2.60688
26 H -2.13389 -1.31242 0.93879
27 H -2.19361 -3.60623 0.95409
28 H -1.06131 -3.78863 2.05312
29 H 4.38613 -1.43013 -1.15463
30 H 4.33850 0.33547 -1.31906
31 H 1.81587 -0.40493 -2.40780
32 H 3.08995 1.60373 -2.98686
33 H 4.45287 0.61908 -3.51749
34 H 2.99425 0.57063 -4.50834
35 H 3.90052 -1.62193 -4.27183
36 H 4.24290 -3.20839 -2.24462
37 H 3.42590 -3.96065 -3.60653
38 H 2.43576 -3.51078 -2.21794
39 H 1.79876 -2.87222 -5.03843
40 H 0.98414 -2.17944 -3.63432
41 H 1.50446 -1.05078 -4.88960
42 C -0.94244 5.36014 -4.69449
43 C -0.57172 4.41876 -5.64674
44 C 0.70749 3.88225 -5.63240
45 C 1.60273 4.29495 -4.65661
46 C 1.24663 5.23881 -3.70500
47 C -0.03370 5.77254 -3.72777
48 N 2.94275 3.71316 -4.62235
49 O 3.22639 2.90468 -5.47563
50 O 3.68926 4.06818 -3.73688
51 H -1.94394 5.77235 -4.70451
52 H -1.28154 4.09983 -6.39839
53 H 0.99026 3.14937 -6.37454
54 H 1.94815 5.55979 -2.94824
55 H -0.32496 6.50692 -2.98865
56 C -6.05066 -0.22869 4.10272
57 C -4.79142 0.35356 4.02576
58 C -4.41946 1.05839 2.89102
59 C -5.32043 1.17558 1.84190
60 C -6.57766 0.59082 1.90441
61 C -6.94159 -0.11371 3.04254
62 N -4.94523 1.93900 0.65286
63 O -3.83813 2.42534 0.61868
64 O -5.76967 2.05057 -0.23162
65 H -6.33975 -0.77243 4.99292
66 H -4.09996 0.26075 4.85247
67 H -3.43737 1.50739 2.84080
68 H -7.27513 0.67892 1.08352
69 H -7.91791 -0.57037 3.10395
70 C 9.76441 -2.77751 -1.56441
71 C 9.19546 -2.51390 -0.32458
72 C 8.02111 -3.15041 0.05094
73 C 7.43088 -4.05081 -0.82319
74 C 7.98497 -4.31668 -2.06623
75 C 9.15809 -3.67425 -2.43561
76 N 6.20525 -4.74029 -0.42165
77 O 5.73912 -4.46776 0.66176
78 O 5.73178 -5.54067 -1.19571
79 H 10.68380 -2.28246 -1.85276
80 H 9.66844 -1.81329 0.35083
81 H 7.58177 -2.94092 1.01598
82 H 7.51820 -5.01481 -2.74654
83 H 9.60153 -3.87477 -3.40207
84 C -9.12003 6.47329 4.29481
85 C -9.77644 5.50726 3.54203
86 C -9.46322 4.16611 3.70735
87 C -8.49395 3.80748 4.63286
88 C -7.82674 4.76311 5.38500
89 C -8.14403 6.10236 5.21172
90 N -8.17707 2.39401 4.82683
91 O -8.76261 1.58421 4.14102
92 O -7.34890 2.11046 5.66338
93 H -9.37041 7.51915 4.16684
94 H -10.53447 5.79956 2.82762
95 H -9.97645 3.41908 3.11876
96 H -7.06847 4.48000 6.10122
97 H -7.63253 6.85728 5.79380

Q: Which value of net charge does entry 6 give?
A: -1

Q: Among the records above, which one has the highest strongest force on any atom?
A: CH8Na6O7

Q: Number 6 is which compound?
A: C35H46IInN5O9